No. 1
C34H37BaN5 | wB97M-V/def2-TZVPD

Last column: Löwdin charge in e.
Cartesian coordinates (Å):
Ba (0.75, 0.00, 1.12)  1.797
N (0.61, 1.60, 3.08)  -0.185
N (1.71, 2.06, -0.74)  -0.097
C (-1.74, -1.07, -1.13)  -0.287
C (-2.16, 0.24, -0.81)  -0.285
C (-2.50, 0.27, 0.56)  -0.322
C (-2.99, 1.43, 1.34)  -0.077
H (-3.35, 2.22, 0.67)  0.069
H (-2.21, 1.86, 1.98)  0.032
H (-3.80, 1.13, 2.02)  0.070
C (-2.32, -1.04, 1.08)  -0.337
C (-2.72, -1.43, 2.46)  -0.063
H (-3.81, -1.42, 2.59)  0.078
H (-2.30, -0.73, 3.20)  0.061
H (-2.36, -2.44, 2.71)  0.064
C (-1.82, -1.86, 0.05)  -0.328
C (-1.52, -3.32, 0.14)  -0.083
H (-1.03, -3.56, 1.09)  0.062
H (-0.86, -3.63, -0.68)  0.055
H (-2.44, -3.93, 0.08)  0.070
C (-2.34, 1.37, -1.77)  -0.066
H (-3.39, 1.44, -2.10)  0.072
H (-1.73, 1.24, -2.66)  0.043
H (-2.07, 2.33, -1.31)  0.072
C (-1.44, -1.57, -2.50)  -0.063
H (-0.68, -2.36, -2.48)  0.055
H (-1.06, -0.77, -3.14)  0.056
H (-2.34, -1.98, -2.99)  0.074
C (0.96, 1.57, 4.48)  -0.345
H (0.41, 2.42, 4.96)  0.146
C (2.45, 1.73, 4.67)  -0.099
H (2.85, 1.36, 5.63)  0.081
C (3.18, 2.32, 3.65)  -0.151
H (4.28, 2.46, 3.83)  0.090
C (2.48, 2.79, 2.47)  -0.146
H (3.06, 3.28, 1.69)  0.057
C (1.03, 2.71, 2.34)  -0.621
C (-0.11, 3.57, 1.93)  0.129
H (-0.56, 2.54, 1.30)  0.005
C (1.65, 0.92, -1.31)  -0.415
C (2.00, 3.16, -1.54)  -0.128
H (2.05, 4.20, -1.18)  0.097
C (2.29, 2.61, -2.73)  -0.111
H (2.63, 3.00, -3.69)  0.093
N (2.05, 1.20, -2.59)  -0.062
C (1.70, 0.26, -3.51)  -0.175
C (1.02, 0.67, -4.66)  -0.198
C (0.89, -0.28, -5.68)  -0.017
H (0.48, 0.05, -6.64)  0.108
C (1.31, -1.60, -5.47)  -0.301
C (1.24, -2.57, -6.59)  -0.086
H (1.07, -3.57, -6.19)  0.070
H (2.18, -2.57, -7.15)  0.073
H (0.43, -2.29, -7.27)  0.068
C (1.84, -2.01, -4.23)  -0.016
H (2.19, -3.05, -4.10)  0.118
C (1.98, -1.09, -3.19)  -0.188
C (2.49, -1.52, -1.85)  -0.094
H (2.97, -0.70, -1.29)  0.054
H (3.23, -2.32, -1.96)  0.072
H (1.70, -1.95, -1.19)  0.066
C (0.46, 2.05, -4.79)  -0.056
H (1.21, 2.85, -4.83)  0.051
H (-0.27, 2.32, -4.00)  0.088
H (-0.07, 2.12, -5.74)  0.071
N (-3.89, -1.38, 6.72)  0.091
C (-2.81, -1.13, 6.29)  -0.194
C (-1.50, -0.98, 5.72)  -0.328
C (-0.88, 0.24, 5.58)  -0.019
C (0.51, 0.22, 5.09)  -0.366
N (0.75, -0.80, 4.07)  -0.059
C (0.29, -1.99, 4.43)  -0.253
C (-0.81, -2.14, 5.29)  -0.138
H (-1.31, 1.19, 5.89)  0.108
H (1.19, 0.05, 5.97)  0.129
H (0.75, -2.88, 3.99)  0.090
H (-1.18, -3.13, 5.54)  0.073

Values from the calculation:
Charge   -2
Kohn-Sham gap (alpha / beta)   0.183 / 0.178 Eh
Relative energy (zero: lowest compared OMol25 entry of this formula, charge and spin)   0.0 kcal/mol

No. 2
C34H37ClN5O2PSW | wB97M-V/def2-TZVPD

Last column: Löwdin charge in e.
Cartesian coordinates (Å):
W (0.09, 1.04, 0.02)  1.389
S (-0.11, 5.60, 0.84)  1.107
C (1.50, 5.14, 1.17)  -0.370
C (1.70, 3.79, 1.03)  -0.209
C (0.52, 3.09, 0.63)  -0.363
C (-0.52, 3.97, 0.50)  -0.547
C (-1.86, 3.47, 0.31)  -0.276
C (-2.99, 4.27, 0.25)  0.003
C (-4.24, 3.68, 0.23)  -0.008
C (-4.32, 2.30, 0.29)  -0.017
C (-3.16, 1.56, 0.32)  -0.131
N (-1.92, 2.11, 0.30)  -0.031
H (2.21, 5.88, 1.47)  0.082
H (2.66, 3.34, 1.22)  0.101
H (-2.88, 5.34, 0.24)  0.116
H (-5.13, 4.29, 0.19)  0.129
H (-5.27, 1.78, 0.32)  0.123
H (-3.23, 0.49, 0.35)  0.062
Cl (-0.06, 0.77, 2.53)  0.798
C (-1.54, -0.16, 2.94)  -0.558
C (-2.00, 0.00, 4.24)  -0.071
C (-3.14, -0.70, 4.60)  -0.029
C (-3.77, -1.53, 3.69)  -0.032
C (-3.27, -1.67, 2.40)  -0.042
C (-2.13, -0.98, 2.00)  -0.396
P (-1.33, -1.14, 0.38)  1.030
C (-0.29, -2.61, 0.60)  -0.354
C (0.16, -2.97, 1.87)  -0.085
C (1.01, -4.05, 2.02)  -0.056
C (1.41, -4.78, 0.91)  -0.051
C (0.96, -4.43, -0.35)  -0.045
C (0.11, -3.35, -0.51)  -0.089
C (-2.55, -1.64, -0.86)  -0.353
C (-3.09, -2.93, -0.82)  -0.082
C (-3.99, -3.34, -1.79)  -0.038
C (-4.36, -2.47, -2.81)  -0.039
C (-3.82, -1.19, -2.87)  -0.050
C (-2.92, -0.79, -1.89)  -0.116
H (-1.49, 0.66, 4.93)  0.120
H (-3.53, -0.60, 5.61)  0.125
H (-4.66, -2.08, 3.98)  0.122
H (-3.78, -2.33, 1.70)  0.109
H (-0.16, -2.43, 2.75)  0.103
H (1.35, -4.33, 3.01)  0.116
H (2.07, -5.63, 1.03)  0.117
H (1.26, -5.01, -1.22)  0.118
H (-0.24, -3.09, -1.50)  0.116
H (-2.78, -3.63, -0.05)  0.118
H (-4.40, -4.34, -1.76)  0.121
H (-5.06, -2.79, -3.57)  0.121
H (-4.09, -0.52, -3.67)  0.116
H (-2.52, 0.22, -1.93)  0.072
N (-0.11, 1.50, -2.15)  -0.045
C (0.40, 0.40, -3.00)  -0.093
C (1.34, -0.47, -2.17)  -0.604
O (2.33, -0.97, -2.61)  0.133
O (0.90, -0.61, -0.93)  -0.320
H (-1.06, 1.76, -2.42)  0.106
H (0.45, 2.35, -2.31)  0.113
H (0.89, 0.77, -3.90)  0.136
H (-0.45, -0.22, -3.30)  0.127
C (2.93, -0.52, 1.47)  -0.055
N (3.61, -0.27, 0.22)  -0.128
C (4.35, -1.41, -0.32)  -0.025
C (3.35, 0.82, -0.53)  -0.413
N (2.19, 1.48, -0.48)  -0.012
N (4.33, 1.24, -1.36)  -0.128
C (4.03, 2.11, -2.48)  -0.023
C (5.74, 1.08, -1.04)  -0.021
H (3.60, -1.08, 2.12)  0.109
H (2.01, -1.10, 1.33)  0.051
H (2.72, 0.43, 1.97)  0.069
H (3.74, -2.30, -0.18)  0.098
H (5.30, -1.54, 0.19)  0.100
H (4.50, -1.28, -1.38)  0.088
H (2.32, 2.43, -0.81)  0.055
H (3.07, 1.84, -2.92)  0.078
H (4.79, 1.98, -3.24)  0.107
H (4.02, 3.17, -2.19)  0.103
H (5.86, 0.71, -0.03)  0.094
H (6.23, 2.05, -1.12)  0.102
H (6.23, 0.39, -1.73)  0.104

Values from the calculation:
Charge   +2
Kohn-Sham gap (alpha / beta)   0.288 / 0.274 Eh
<S²>   2.015
2S+1   3

No. 3
C34H37F6N2OPdSSbSi | wB97M-V/def2-TZVPD

Last column: Löwdin charge in e.
Cartesian coordinates (Å):
Pd (-0.43, 0.15, -0.41)  0.376
N (-2.60, 1.26, 0.15)  -0.022
C (-3.22, 1.84, -1.05)  -0.265
C (-2.97, 0.98, -2.29)  -0.212
C (-3.99, -0.11, -2.60)  -0.210
C (-3.82, -1.40, -1.82)  -0.274
N (-4.16, -1.24, -0.40)  0.023
H (-3.09, 0.39, 0.38)  0.035
H (-2.68, 1.90, 0.93)  0.065
H (-2.76, 2.82, -1.19)  0.085
H (-4.30, 1.99, -0.92)  0.108
H (-1.97, 0.55, -2.15)  0.065
H (-2.90, 1.64, -3.16)  0.109
H (-3.92, -0.35, -3.66)  0.104
H (-5.00, 0.29, -2.45)  0.105
H (-2.78, -1.74, -1.88)  0.091
H (-4.43, -2.18, -2.29)  0.105
H (-3.70, -1.98, 0.13)  0.036
H (-5.16, -1.37, -0.26)  0.077
F (2.57, 0.36, -0.12)  -0.386
Sb (4.38, 0.05, 0.40)  1.345
F (3.90, -1.63, 1.10)  -0.334
F (3.95, 0.87, 2.06)  -0.364
F (6.16, -0.20, 0.96)  -0.373
F (4.72, -0.74, -1.27)  -0.357
F (4.83, 1.74, -0.30)  -0.348
O (0.28, 2.45, -1.63)  -0.516
S (0.50, 2.63, -0.15)  0.933
C (-0.59, 3.96, 0.33)  -0.381
C (-1.08, 4.82, -0.64)  -0.079
C (-1.93, 5.85, -0.25)  -0.076
C (-2.28, 6.01, 1.09)  -0.089
C (-1.78, 5.14, 2.05)  -0.081
C (-0.94, 4.10, 1.67)  -0.089
C (2.03, 3.53, 0.05)  -0.376
C (2.57, 4.17, -1.05)  -0.065
C (3.73, 4.90, -0.87)  -0.077
C (4.34, 4.98, 0.37)  -0.084
C (3.79, 4.30, 1.46)  -0.076
C (2.63, 3.57, 1.30)  -0.094
H (-0.81, 4.66, -1.67)  0.113
H (-2.32, 6.53, -0.99)  0.102
H (-2.94, 6.81, 1.38)  0.098
H (-2.06, 5.25, 3.08)  0.102
H (-0.55, 3.41, 2.40)  0.114
H (2.10, 4.06, -2.01)  0.109
H (4.19, 5.40, -1.72)  0.101
H (5.26, 5.53, 0.50)  0.100
H (4.29, 4.32, 2.42)  0.108
H (2.22, 3.00, 2.12)  0.109
C (1.86, -2.56, 4.44)  -0.103
C (1.24, -3.65, 3.85)  -0.102
C (0.65, -3.51, 2.60)  -0.118
C (0.66, -2.30, 1.92)  -0.291
C (1.29, -1.22, 2.54)  -0.127
C (1.89, -1.34, 3.78)  -0.090
Si (-0.01, -2.05, 0.18)  0.634
C (-1.39, -3.36, 0.01)  -0.289
C (-2.28, -3.60, 1.07)  -0.149
C (-3.32, -4.51, 0.96)  -0.110
C (-3.51, -5.22, -0.22)  -0.110
C (-2.63, -5.01, -1.27)  -0.098
C (-1.59, -4.10, -1.16)  -0.104
C (1.30, -2.65, -1.04)  -0.301
C (1.37, -2.15, -2.34)  -0.128
C (2.29, -2.63, -3.26)  -0.099
C (3.18, -3.62, -2.90)  -0.105
C (3.14, -4.13, -1.60)  -0.090
C (2.22, -3.64, -0.69)  -0.095
H (2.33, -2.66, 5.41)  0.092
H (1.22, -4.60, 4.36)  0.091
H (0.18, -4.38, 2.15)  0.097
H (1.35, -0.27, 2.02)  0.066
H (2.40, -0.49, 4.22)  0.098
H (-2.15, -3.06, 2.00)  0.103
H (-3.99, -4.67, 1.80)  0.096
H (-4.31, -5.93, -0.31)  0.091
H (-2.76, -5.57, -2.19)  0.096
H (-0.92, -3.96, -2.00)  0.099
H (0.69, -1.35, -2.64)  0.083
H (2.33, -2.21, -4.26)  0.094
H (3.91, -3.99, -3.60)  0.092
H (3.86, -4.88, -1.30)  0.096
H (2.23, -4.02, 0.32)  0.095

Values from the calculation:
Charge   -1
Kohn-Sham gap (alpha / beta)   0.239 / 0.281 Eh
<S²>   0.753
Relative energy (zero: lowest compared OMol25 entry of this formula, charge and spin)   20.3 kcal/mol
2S+1   2